Entry 1:
A molecular structure, C18H45KO12P3 at a distorted geometry, computed with ωB97M-V with the def2-TZVPD basis set.

```
79
Properties=species:S:1:pos:R:3:lowdin_charge:R:1
C 5.9939 -5.1592 2.7746 -0.0656
H 3.9647 -4.2987 3.0166 0.1067
H -4.3011 2.3527 -2.2871 0.0756
H 0.3164 -1.2520 -6.2054 0.1236
O -0.7274 -0.9778 -1.7455 -0.3013
H -5.4202 3.3178 1.3846 0.1119
H 6.9936 -0.6165 2.3683 0.0825
H -2.6337 -1.7124 -5.8270 0.0727
O 3.6300 -2.2607 1.5781 -0.1974
C -1.8540 0.7222 2.3836 -0.2894
C -0.5431 -1.1341 -5.5413 -0.2690
O -4.8341 2.0763 2.9456 -0.1832
C 1.6788 -1.5555 0.2921 -0.1146
O -3.4070 4.1268 2.4637 -0.1830
O 4.2990 -4.6630 1.0410 -0.1914
O -2.4916 1.9072 1.9441 -0.1688
P -3.3335 2.6816 3.0963 0.4287
H 2.0314 1.8083 -1.2689 0.0684
H 1.4300 2.9727 -2.5697 0.0829
C -3.1721 5.5836 4.5030 -0.0671
H 3.0781 2.3071 -2.5056 0.0811
H 0.5981 -1.4153 0.3907 -0.0058
O -0.2202 -1.3317 -4.1618 -0.1574
H -3.7068 5.2066 5.3669 0.0784
H 6.5401 -5.5588 1.9256 0.0861
H -1.4766 -2.9805 -5.4789 0.0812
P -0.8008 -0.3456 -3.0786 0.4144
H -4.1258 6.0941 2.6363 0.1179
H -1.3239 -1.2049 1.5664 0.0444
C 6.6256 -1.6093 0.3931 -0.2210
H -1.4382 0.0853 0.3643 0.0624
H 1.8324 -0.1013 -2.6323 0.1109
H 1.9389 -1.7302 2.4109 0.1289
H -2.2371 0.3373 3.3342 0.1171
H -6.7047 2.3504 2.2290 0.1226
H 6.0905 -1.3871 -0.5334 0.1111
C -1.6359 -2.0713 -6.0692 -0.0536
H -0.8172 0.8826 2.7047 0.1249
O 5.9968 -2.8208 0.8881 -0.1791
O -2.2117 0.1555 -3.6466 -0.1686
C -4.1324 1.5647 -3.0177 -0.0618
H -0.8027 -0.0924 -5.7496 0.1154
H -4.4926 1.2553 0.4312 0.0514
H 1.9631 -2.0296 -0.6478 0.0655
C -1.8809 -0.3107 1.2812 -0.0817
H 3.9860 -5.9909 2.5615 0.1150
C -3.9596 5.2035 3.2397 -0.2460
O 4.0504 -2.9888 -0.8545 -0.2240
H -2.1758 5.1463 4.4356 0.0764
H -4.6833 1.8334 -3.9226 0.0771
H -4.9704 4.9046 3.5402 0.1145
H 1.8383 -3.3190 1.6545 0.1147
C 2.0222 2.1005 -2.3246 -0.0507
H -5.6817 0.2582 1.1627 0.0812
H -2.9888 6.6559 4.5218 0.0747
H -4.5947 0.6332 -2.6952 0.0789
H -2.0913 1.8681 -2.4818 0.1103
C 2.1916 -2.2934 1.5094 -0.2444
H -2.4487 2.1907 -4.1595 0.1264
H 6.1451 -5.8461 3.6110 0.0796
H 2.0279 -0.5271 0.1910 0.0957
H -6.1837 1.3746 -0.0803 0.0783
C 1.5269 0.8483 -3.0605 -0.2253
K -0.8500 -3.3876 -0.1916 0.9048
O -2.8268 2.5003 4.4527 -0.2040
H 1.8740 0.9483 -4.0932 0.1217
P 4.4884 -3.1413 0.5358 0.4106
H 6.3668 -4.2037 3.1310 0.0703
H -1.4805 -2.2732 -7.1222 0.0805
C -5.5262 1.2721 0.7844 -0.0794
C -2.6461 1.4964 -3.3443 -0.2445
H -2.8885 -0.5539 0.9317 0.0795
H 7.6766 -1.8053 0.1920 0.1225
H 5.4384 -0.3832 1.6621 0.0652
O 0.0827 0.9827 -3.1885 -0.1980
C 6.5021 -0.4905 1.4068 -0.0702
C -5.6951 2.3612 1.8276 -0.2429
H 6.6910 0.5011 0.9909 0.0824
C 4.5065 -5.0442 2.4286 -0.2377
```

Computed properties:
**Gap between HOMO and LUMO**: 9.25 eV
**E**: -3239.84540 hartree
**Charge**: +1

---

Entry 2:
A molecular structure, C33H40N4P2PtTe at a distorted geometry, computed with ωB97M-V with the def2-TZVPD basis set.

```
81
Properties=species:S:1:pos:R:3:lowdin_charge:R:1
H -1.4467 -0.8035 -4.1123 0.0892
H 1.8307 3.0350 2.8857 0.1140
C 2.3710 -2.2012 -4.5923 -0.1409
C 1.3280 0.2769 1.0912 -0.2067
C 2.8007 -4.3292 -3.9407 -0.1037
Te -0.9454 -1.7121 4.4846 1.0877
P 1.6530 -1.0200 -2.0351 1.1470
C -5.3869 -1.1066 -4.2633 -0.0861
C -2.0158 3.7334 -2.7256 -0.0875
H 0.3220 0.9290 -2.7943 0.0753
C -2.1648 3.2200 -4.0666 -0.0805
H -4.4942 0.9350 -4.2043 0.0950
C 2.6783 -3.4672 -5.0711 -0.0897
H 0.8661 -0.1336 -4.1287 0.0529
N 2.9818 0.1269 -2.4851 -0.2396
H -6.1700 -1.0098 -5.0097 0.0912
H -2.0809 1.6197 4.1650 0.0907
H 2.7353 -3.7301 -6.1077 0.0880
C 1.0440 2.3955 2.4183 -0.1638
C -0.4990 -0.6060 6.4126 -0.4873
C -3.9864 -1.9874 -2.6756 -0.1674
H 2.6907 -1.7550 2.9726 -0.0102
C 2.4525 -3.6018 -2.8106 -0.1443
C 3.3185 0.6640 -3.7323 -0.1651
C -0.8289 0.7301 6.7142 -0.1313
C -0.0606 -1.4501 7.4571 -0.1686
H 0.3118 1.2061 -0.6746 0.1130
H -2.1417 -0.1545 2.5225 0.0392
H 3.1064 -5.3651 -3.9638 0.0894
H -0.8703 2.2836 8.2514 0.1038
C -0.9494 -0.8697 -3.1056 -0.3701
H -1.2185 2.1047 0.7345 0.0902
C -1.5134 0.7542 2.3606 -0.2060
C -0.6396 1.2353 8.0304 -0.0801
H -3.3745 -2.6081 -2.0164 0.0991
C 4.5242 1.3526 -3.6497 -0.0888
H 0.1318 -2.5010 7.2173 0.0818
H -2.3874 1.1322 -4.7668 0.1020
C 4.0774 0.3641 -1.6387 -0.1416
H 4.9314 1.9641 -4.4506 0.0937
C -5.0141 -2.3026 -3.5476 -0.1051
C -2.2782 1.8400 -3.9600 -0.1789
H 2.2907 -3.8823 -1.7771 0.0931
P -2.2298 -0.1557 -1.9782 1.0845
H 5.9586 1.4883 -1.9023 0.0883
H -2.1826 3.7951 -5.0042 0.1019
N -2.2861 1.4676 -2.6058 -0.2411
N -3.6782 -0.6145 -2.8349 -0.2685
H 4.0739 -0.0200 -0.6278 0.0907
H -1.9609 2.6353 -0.7905 0.0758
N 2.2054 -2.2709 -3.1995 -0.2530
C -1.1457 1.0160 0.9330 -0.2469
H -1.8260 4.7790 -2.4420 0.1009
H -0.8517 -1.9400 -2.8626 0.0710
H 2.4680 0.7260 2.7694 0.1044
H -5.4449 -3.2898 -3.6838 0.0904
C -0.1503 2.4881 3.4962 -0.1623
C -4.5421 -0.0803 -3.8183 -0.1198
H -0.0964 -0.4280 -0.2753 0.0011
C 0.4134 -0.1249 -3.1157 -0.3722
C 0.1047 -0.9451 8.7660 -0.0905
C 5.0275 1.1276 -2.3266 -0.0985
H 1.6524 -1.9874 4.4355 -0.0705
Pt 0.0851 -2.2051 2.0091 0.2437
C 0.1270 0.5326 0.2201 -0.2895
H 0.6918 2.8565 1.4746 0.1073
H 1.9988 -0.4639 0.6378 0.0421
H -0.4798 3.5615 3.5401 0.1185
H 2.2299 -1.2874 -5.1560 0.0809
H -0.1220 0.7531 10.0812 0.1026
H -1.2275 1.3535 5.9056 0.0574
H 2.7183 0.5157 -4.6248 0.0825
C -0.1915 0.3919 9.0531 -0.1008
H -1.9694 0.5142 0.3856 0.0346
C -1.3731 1.6451 3.3423 -0.1645
C 1.7394 1.1196 2.0482 -0.1126
H 0.3153 2.2522 4.4825 0.1054
C -2.0867 2.6550 -1.8652 -0.1270
C 1.7786 -2.2253 3.3613 -0.3323
H 0.4392 -1.6142 9.5633 0.1029
H 1.8378 -3.3268 3.1964 -0.0296
```

Computed properties:
**Gap between HOMO and LUMO (spin up / spin down)**: 6.18 / 5.77 eV
**E**: -2570.22078 hartree
**<S²>**: 2.0217
**Multiplicity**: 3

---

Entry 3:
A molecular structure, C29H19BeBr2Cl3N2O3P at a distorted geometry, computed with ωB97M-V with the def2-TZVPD basis set.

```
60
Properties=species:S:1:pos:R:3:nbo_charge:R:1
Br 5.5023 4.5058 1.7085 0.0264
Br 2.7881 0.2479 4.0195 0.0558
C 1.2112 -3.9864 -3.1258 -0.2237
H 4.8675 2.1302 3.0760 0.2294
C 1.7659 2.8371 0.8576 0.0933
C -2.8316 -2.6099 -0.5183 -0.2000
N -0.1499 0.3297 -0.7272 -1.7024
Cl -1.8248 4.9269 2.2706 -0.0116
C 0.6054 3.8252 -0.8747 0.0597
C 1.6889 1.7671 1.8425 0.3681
C 2.8396 3.7409 0.7609 -0.0350
H -4.5336 -0.5539 -3.3468 0.2089
H 3.5536 5.4946 -0.3184 0.2249
H 1.1310 -5.0698 -3.2733 0.2029
C 1.6322 4.7439 -1.0543 -0.2656
C 3.9661 2.3609 2.4987 -0.1894
C -2.4474 2.8463 0.7307 0.7319
C -4.7838 -2.0737 -1.8177 -0.2070
C 0.4411 -3.0630 3.3629 -0.2199
C 2.8099 1.5604 2.6734 -0.2150
C 1.6366 -1.2453 -2.5687 -0.1795
N 0.6703 2.8739 0.0582 -0.5061
C -0.0529 -1.9964 0.8327 -0.2932
C -0.8540 -1.6260 1.9148 -0.2183
C -2.1479 -1.5968 -1.1585 -0.4219
H -5.8325 -2.3075 -2.0147 0.2042
H -0.3634 -3.8749 -1.6203 0.2210
H -2.3822 -3.1456 0.3133 0.2247
C 2.4012 -1.8977 -3.5474 -0.2190
H 2.7094 -3.7791 -4.6575 0.2068
H -2.1873 0.0430 -2.5408 0.2433
C 1.2715 -3.3749 2.2759 -0.2244
C -4.1587 -2.8255 -0.8463 -0.2258
C 1.0760 -2.7889 1.0294 -0.2203
H 1.4889 5.5576 -1.8059 0.2187
C -4.0719 -1.0697 -2.4816 -0.2378
C 0.4026 -3.3603 -2.2027 -0.1963
H -1.5835 -0.8416 1.7470 0.2392
C -2.7564 -0.8161 -2.1366 -0.1123
H 0.6122 -3.4951 4.3573 0.2057
Cl -3.3497 2.7345 3.3651 0.0382
C 0.6385 -1.9848 -1.9569 -0.3941
C 2.1820 -3.2463 -3.8520 -0.2218
Be -0.2980 1.3644 0.5309 1.6853
H 1.7673 -2.9558 0.2139 0.2187
H -0.2816 3.8227 -1.4786 0.2288
O -1.6933 1.8096 1.1407 -0.8977
P -0.4410 -1.1713 -0.7520 1.7831
H -1.2920 -1.9486 3.9954 0.2074
H 1.7651 -0.1942 -2.2625 0.2650
Cl -4.5909 4.4765 1.4597 0.0102
C -3.0588 3.6529 1.8921 -0.1668
O -2.7437 3.2082 -0.4285 -0.6224
H 2.1187 -4.0589 2.3763 0.2024
H 3.2024 -1.3430 -4.0404 0.2066
O 0.6292 1.0295 1.8740 -0.8217
C 2.7482 4.7319 -0.2517 -0.1588
H -4.7051 -3.5994 -0.2962 0.2018
C -0.6507 -2.2025 3.1535 -0.2016
C 3.9436 3.4811 1.6245 -0.2028
```

Computed properties:
**Gap between HOMO and LUMO**: 7.07 eV
**E**: -8336.70690 hartree
**Charge**: -1

---

Entry 4:
A molecular structure, C5H10O2, computed with ωB97M-V with the def2-TZVPD basis set.

```
17
Properties=species:S:1:pos:R:3:nbo_charge:R:1
H 0.5494 -0.7243 -1.5052 0.1667
H 2.2689 0.3172 0.5918 0.1678
C 2.0619 1.0141 -0.2240 -0.2506
H 0.7710 -2.2232 0.3975 0.1686
H -2.6900 0.8452 -0.9159 0.2123
C -2.1995 0.6105 0.0327 -0.6324
O 0.6680 1.0274 -0.4209 -0.5206
H -1.7071 1.5064 0.4166 0.2264
H -1.6553 -1.3329 -0.7391 0.1657
H 2.5934 0.6475 -1.1153 0.1631
O -0.8288 -1.0648 1.1446 -0.5279
C 0.5184 -1.1999 0.7063 -0.0997
C -1.2247 -0.5281 -0.1261 0.0928
H -2.9634 0.2928 0.7516 0.2254
H 2.3917 2.0262 0.0188 0.1971
H 1.2020 -0.9130 1.5166 0.1870
C 0.2441 -0.3013 -0.5302 0.0582
```

Computed properties:
**Gap between HOMO and LUMO**: 10.80 eV
**E**: -346.92590 hartree

---

Entry 5:
C19H21N3O3S2 in the gas phase at a distorted geometry, computed with ωB97M-V with the def2-TZVPD basis set.

```
48
Properties=species:S:1:pos:R:3:nbo_charge:R:1
C -1.3053 -1.7987 -1.4959 -0.5890
H 1.5217 -0.2830 -4.4904 0.2022
H 0.8307 -3.8932 -3.2988 0.2527
H 2.5287 0.8192 -0.0280 0.2205
N 2.0835 -1.4657 -1.4135 -0.4481
O -1.6662 -0.9089 -3.8897 -0.9355
C -2.4767 1.7178 4.2538 -0.2386
C 1.4435 -2.9949 -3.2282 -0.2482
H 0.8223 0.7877 -0.5061 0.2289
C 0.4118 1.8408 1.8195 -0.0889
H 2.0208 0.5095 2.2606 0.2193
C 1.1756 -0.5742 -3.4910 -0.2280
C -1.4138 1.1956 3.5525 -0.1959
H -1.8121 -2.5496 1.8657 0.2406
C -0.7067 2.0336 2.6893 -0.1175
H 3.0929 -3.2515 -1.8314 0.1946
N 0.5808 -1.8890 -3.5482 -0.6743
O -1.4211 -3.3569 -3.5750 -0.9335
H -3.6894 3.4299 4.6890 0.2128
C 2.3538 -0.5588 -2.5001 -0.2307
C 1.1397 0.5538 1.6140 -0.4150
H -3.0377 1.0848 4.9256 0.2119
C -2.8502 3.0585 4.1199 -0.2127
C 1.5659 0.3410 0.1583 -0.5071
H -0.2826 4.9436 1.3882 0.4110
O 1.3682 -2.0055 0.6394 -0.6380
H 1.4978 -3.4088 -1.0720 0.2485
C 2.0686 -2.8599 -1.8236 -0.2451
C -1.8543 -0.8252 0.5168 -0.2794
H 1.4036 3.3226 0.5159 0.2063
S -1.0448 -2.0200 -3.2345 2.3525
H -1.7100 0.3039 -1.3755 0.2419
H -2.4536 4.9480 3.1777 0.2113
C -1.0957 3.3894 2.5669 0.2035
H 3.2618 -0.9076 -3.0046 0.1965
S -1.2999 -3.1442 -0.4315 0.5246
C -1.7085 -2.1265 0.8867 -0.3639
H 0.4904 -0.2732 1.9051 0.2425
N -0.2522 3.9799 1.6727 -0.5417
C 0.6499 3.0476 1.2293 -0.0324
H 2.5317 0.4517 -2.1397 0.2256
H -2.1138 -0.0304 1.1927 0.2441
H -1.1277 0.1606 3.6684 0.2134
C -1.6242 -0.6357 -0.8609 -0.2169
H 0.3881 0.1187 -3.1912 0.2243
H 2.2261 -3.0471 -3.9928 0.1981
C 1.6566 -1.1409 -0.1654 0.7116
C -2.1680 3.9112 3.2798 -0.2590
```

Computed properties:
**SMILES**: O=C(CCc1c[nH]c2ccccc12)N1CCN(S(=O)(=O)c2cccs2)CC1
**Gap between HOMO and LUMO**: 8.52 eV
**E**: -1922.98973 hartree

---

Q: Look up the E of the third one.
A: -8336.70690 hartree